1.
Density functional theory data (the ωB97M-V functional and the def2-TZVPD basis) for C40H51BrF4O2P2PdS as an isolated structure.

Output
Relative energy (zero: lowest compared OMol25 entry of this formula, charge and spin) ... 29.2 kcal per mole
Energy ... -160208.4807 eV
LUMO level ... 0.471 eV
E_HOMO ... -6.2 eV

Positions of all 102 atoms, in Å:
Pd  0.15  1.48  -0.54
F  6.39  3.91  -2.73
C  5.30  3.73  -1.99
C  5.29  4.10  -0.66
F  6.37  4.66  -0.11
C  4.16  3.89  0.10
F  4.20  4.35  1.35
C  3.00  3.29  -0.40
P  1.57  2.79  0.71
C  1.05  4.43  1.33
C  0.39  4.52  2.55
C  -0.14  5.73  2.97
C  -0.04  6.86  2.16
C  0.59  6.76  0.93
C  1.14  5.56  0.52
C  2.43  2.00  2.12
C  2.50  0.61  2.03
C  3.16  -0.13  3.00
C  3.74  0.51  4.09
C  3.63  1.89  4.21
C  2.98  2.64  3.24
C  3.02  2.99  -1.77
Br  1.49  2.40  -2.72
C  4.15  3.21  -2.54
F  4.15  2.92  -3.84
H  0.27  3.64  3.17
H  -0.64  5.80  3.93
H  -0.46  7.80  2.49
H  0.66  7.63  0.29
H  1.62  5.49  -0.45
H  1.99  0.12  1.21
H  3.21  -1.21  2.92
H  4.26  -0.06  4.85
H  4.07  2.40  5.06
H  2.90  3.71  3.35
O  -2.01  1.58  -1.82
S  -2.31  2.05  -0.43
C  -4.13  2.45  -0.49
C  -4.32  3.96  -0.40
C  -3.06  4.58  -1.00
C  -1.90  3.83  -0.37
H  -4.65  1.90  0.29
H  -4.41  2.06  -1.47
H  -4.41  4.27  0.64
H  -5.22  4.28  -0.92
H  -3.00  5.65  -0.80
H  -3.04  4.43  -2.09
H  -1.77  4.09  0.69
H  -0.96  3.95  -0.90
O  -0.20  -0.75  0.67
P  -0.83  -1.99  0.12
C  -1.31  -1.71  -1.64
C  -0.13  -1.02  -2.35
C  -0.52  -0.74  -3.79
C  -0.81  -2.04  -4.58
C  -1.01  -3.24  -3.65
C  -1.90  -2.88  -2.46
C  0.37  -3.37  0.39
C  1.80  -2.91  0.03
C  2.36  -3.66  -1.18
C  2.45  -5.16  -0.91
C  1.24  -5.67  -0.09
C  0.04  -4.73  -0.24
C  -2.44  -2.17  1.03
C  -3.63  -2.92  0.41
C  -3.61  -4.43  0.67
C  -3.48  -4.72  2.16
C  -2.22  -4.07  2.73
C  -2.22  -2.56  2.50
H  -2.07  -0.93  -1.51
H  0.77  -1.63  -2.31
H  0.07  -0.08  -1.82
H  0.27  -0.17  -4.28
H  -1.41  -0.10  -3.78
H  0.02  -2.26  -5.26
H  -1.70  -1.91  -5.19
H  -0.04  -3.60  -3.29
H  -1.46  -4.07  -4.21
H  -2.05  -3.77  -1.83
H  -2.88  -2.59  -2.84
H  0.32  -3.47  1.48
H  2.46  -3.11  0.88
H  1.82  -1.83  -0.13
H  3.34  -3.26  -1.44
H  1.72  -3.48  -2.05
H  3.37  -5.39  -0.37
H  2.50  -5.70  -1.86
H  1.51  -5.72  0.97
H  0.97  -6.68  -0.40
H  -0.83  -5.17  0.24
H  -0.19  -4.61  -1.30
H  -2.69  -1.10  1.01
H  -3.70  -2.71  -0.66
H  -4.54  -2.52  0.87
H  -2.78  -4.89  0.13
H  -4.53  -4.87  0.28
H  -3.46  -5.80  2.33
H  -4.36  -4.32  2.68
H  -1.34  -4.52  2.27
H  -2.15  -4.27  3.80
H  -1.28  -2.11  2.85
H  -3.03  -2.12  3.10

2.
Density functional theory data (the ωB97M-V functional and the def2-TZVPD basis) for C40H51BrF4O2P2PdS as an isolated structure.

Output
Relative energy (zero: lowest compared OMol25 entry of this formula, charge and spin) ... 25.8 kcal per mole
Energy ... -160208.6263 eV
LUMO level ... 0.464 eV
E_HOMO ... -6.4 eV

Positions of all 102 atoms, in Å:
Pd  0.02  -1.23  0.29
F  3.94  -2.53  5.80
C  3.50  -2.57  4.55
C  4.37  -2.80  3.51
F  5.66  -3.01  3.75
C  3.89  -2.82  2.21
F  4.80  -3.09  1.27
C  2.56  -2.58  1.88
P  1.99  -2.43  0.09
C  2.54  -4.03  -0.58
C  2.78  -4.12  -1.95
C  3.21  -5.31  -2.52
C  3.37  -6.43  -1.73
C  3.08  -6.37  -0.37
C  2.66  -5.18  0.20
C  3.25  -1.27  -0.64
C  4.55  -1.61  -1.03
C  5.39  -0.65  -1.58
C  4.95  0.65  -1.76
C  3.65  0.99  -1.42
C  2.81  0.03  -0.87
C  1.69  -2.40  2.96
Br  -0.19  -2.24  2.80
C  2.16  -2.38  4.27
F  1.33  -2.19  5.29
H  2.64  -3.24  -2.57
H  3.40  -5.35  -3.58
H  3.72  -7.36  -2.17
H  3.19  -7.25  0.24
H  2.41  -5.15  1.25
H  4.91  -2.62  -0.94
H  6.40  -0.93  -1.86
H  5.62  1.39  -2.19
H  3.29  2.00  -1.60
H  1.78  0.27  -0.63
O  -0.96  -3.99  -0.31
S  -1.87  -2.81  -0.25
C  -3.57  -3.54  -0.42
C  -4.14  -3.16  -1.79
C  -2.93  -3.01  -2.71
C  -1.97  -2.12  -1.95
H  -4.17  -3.18  0.41
H  -3.41  -4.61  -0.32
H  -4.68  -2.21  -1.73
H  -4.83  -3.92  -2.16
H  -3.20  -2.59  -3.68
H  -2.47  -3.99  -2.88
H  -2.34  -1.10  -1.85
H  -0.95  -2.12  -2.33
O  -1.68  0.44  0.08
P  -1.52  1.89  0.43
C  -0.51  2.77  -0.84
C  -0.37  1.95  -2.15
C  -0.97  2.68  -3.35
C  -0.32  4.05  -3.55
C  -0.09  4.80  -2.22
C  -0.96  4.21  -1.11
C  -3.16  2.72  0.54
C  -3.99  2.39  -0.74
C  -5.20  1.49  -0.45
C  -4.80  0.35  0.48
C  -4.36  0.88  1.86
C  -3.95  2.36  1.80
C  -0.74  2.04  2.09
C  0.56  1.22  2.18
C  1.84  1.99  1.90
C  1.90  3.30  2.69
C  0.68  4.16  2.35
C  -0.62  3.44  2.70
H  0.48  2.83  -0.37
H  -0.84  0.97  -2.03
H  0.69  1.76  -2.35
H  -2.05  2.79  -3.20
H  -0.84  2.07  -4.25
H  -0.95  4.65  -4.21
H  0.64  3.92  -4.07
H  -0.31  5.86  -2.34
H  0.96  4.72  -1.92
H  -2.01  4.23  -1.43
H  -0.89  4.81  -0.20
H  -2.95  3.79  0.56
H  -3.35  1.88  -1.47
H  -4.33  3.32  -1.21
H  -5.58  1.10  -1.39
H  -6.00  2.08  0.00
H  -3.96  -0.18  0.02
H  -5.62  -0.36  0.59
H  -3.53  0.27  2.22
H  -5.17  0.78  2.58
H  -3.39  2.64  2.70
H  -4.85  2.98  1.80
H  -1.49  1.49  2.67
H  0.48  0.37  1.47
H  0.62  0.79  3.19
H  1.92  2.23  0.83
H  2.70  1.36  2.14
H  2.82  3.84  2.45
H  1.90  3.09  3.76
H  0.70  4.40  1.28
H  0.73  5.11  2.89
H  -1.47  4.06  2.41
H  -0.66  3.34  3.79

3.
Density functional theory data (the ωB97M-V functional and the def2-TZVPD basis) for a 12-piece molecular cluster, C40H51F11O34SSi overall.

Output
Structure (SMILES) ... O=C1OC[C@@H](F)O1.O=C1OC[C@@H](F)O1.O=C1OC[C@@H](F)O1.O=C1OC[C@@H](F)O1.O=C1OC[C@@H](F)O1.O=C1OC[C@@H](F)O1.O=C1OC[C@@H](F)O1.O=C1OC[C@@H](F)O1.O=C1OC[C@@H](F)O1.O=C1OC[C@@H](F)O1.O=C1OC[C@@H](F)O1.CCCOC[SiH2]CCCS
Energy ... -160527.4956 eV
LUMO level ... -0.126 eV
E_HOMO ... -9.3 eV

Positions of all 138 atoms, in Å:
C  -6.07  2.31  0.05
C  -5.03  1.28  0.50
C  -4.15  0.81  -0.67
O  -2.79  0.76  -0.23
C  -2.03  -0.36  -0.70
Si  -0.31  0.26  -1.25
C  1.07  -0.52  -0.23
C  1.52  0.38  0.95
C  1.94  -0.44  2.15
S  2.21  0.53  3.67
H  -6.91  2.31  0.74
H  -5.66  3.32  0.01
H  -6.48  2.10  -0.94
H  -5.53  0.45  0.99
H  -4.36  1.72  1.24
H  -4.21  1.56  -1.46
H  -4.50  -0.16  -1.01
H  -1.91  -1.10  0.10
H  -2.51  -0.86  -1.54
H  -0.15  -0.06  -2.69
H  -0.24  1.74  -1.14
H  0.78  -1.51  0.14
H  1.92  -0.63  -0.91
H  2.40  0.93  0.61
H  0.72  1.09  1.20
H  1.16  -1.18  2.37
H  2.86  -0.98  1.94
H  1.73  1.72  3.30
C  6.25  -1.40  -3.21
C  4.88  -1.56  -3.81
O  4.03  -1.25  -2.72
C  4.71  -0.39  -1.91
O  4.21  0.26  -1.06
O  6.02  -0.38  -2.23
F  4.64  -2.84  -4.21
H  6.59  -2.31  -2.71
H  7.01  -1.08  -3.92
H  4.66  -0.89  -4.64
C  3.15  -5.52  -5.14
C  2.64  -6.21  -6.39
O  3.82  -6.77  -6.93
C  4.68  -7.01  -5.89
O  5.64  -7.69  -5.95
O  4.26  -6.35  -4.78
F  2.11  -5.33  -7.28
H  3.50  -4.52  -5.36
H  2.41  -5.49  -4.35
H  1.91  -7.01  -6.20
C  -10.49  2.17  2.89
C  -11.03  1.44  1.68
O  -9.86  0.85  1.13
C  -8.99  0.64  2.16
O  -8.03  -0.05  2.10
O  -9.38  1.34  3.25
F  -11.56  2.29  0.76
H  -10.13  3.16  2.62
H  -11.21  2.26  3.70
H  -11.76  0.66  1.90
C  -1.96  -5.91  -8.32
C  -2.94  -5.25  -7.38
O  -2.61  -5.83  -6.13
C  -1.29  -6.16  -6.18
O  -0.62  -6.44  -5.24
O  -0.84  -6.14  -7.46
F  -4.23  -5.55  -7.68
H  -2.35  -6.86  -8.68
H  -1.68  -5.29  -9.16
H  -2.84  -4.16  -7.31
C  5.34  -3.07  2.59
C  4.45  -2.90  3.79
O  4.93  -3.90  4.67
C  6.25  -4.10  4.38
O  7.02  -4.67  5.07
O  6.56  -3.53  3.18
F  3.15  -3.15  3.50
H  4.95  -3.82  1.90
H  5.51  -2.14  2.05
H  4.52  -1.93  4.28
C  6.62  3.23  1.24
C  6.13  2.57  -0.02
O  7.33  2.04  -0.58
C  8.17  1.79  0.46
O  9.14  1.11  0.39
O  7.74  2.40  1.59
F  5.59  3.46  -0.89
H  6.96  4.25  1.07
H  5.88  3.23  2.03
H  5.42  1.76  0.14
C  10.48  5.36  3.42
C  9.42  5.02  2.40
O  9.84  5.77  1.27
C  11.19  5.90  1.35
O  11.89  6.24  0.46
O  11.62  5.58  2.60
F  8.19  5.45  2.79
H  10.23  6.28  3.96
H  10.66  4.56  4.14
H  9.37  3.96  2.14
C  -5.31  -7.50  -3.35
C  -5.28  -7.64  -4.85
O  -6.57  -7.20  -5.23
C  -6.99  -6.31  -4.28
O  -7.90  -5.57  -4.41
O  -6.20  -6.40  -3.18
F  -5.12  -8.94  -5.24
H  -5.73  -8.39  -2.87
H  -4.33  -7.28  -2.92
H  -4.53  -7.03  -5.35
C  -12.97  6.95  5.09
C  -11.51  6.88  5.48
O  -11.34  5.49  5.71
C  -12.23  4.83  4.93
O  -12.19  3.67  4.69
O  -13.18  5.67  4.47
F  -11.25  7.55  6.62
H  -13.62  7.03  5.97
H  -13.20  7.76  4.40
H  -10.82  7.20  4.70
C  -2.51  5.11  0.12
C  -3.24  5.41  1.40
O  -3.74  6.71  1.19
C  -3.92  6.86  -0.16
O  -4.55  7.72  -0.67
O  -3.28  5.87  -0.83
F  -2.40  5.42  2.47
H  -1.49  5.49  0.13
H  -2.51  4.06  -0.13
H  -4.08  4.73  1.61
C  7.55  0.03  4.80
C  6.77  0.25  6.07
O  6.26  1.56  5.88
C  6.13  1.76  4.54
O  5.51  2.64  4.05
O  6.81  0.81  3.85
F  7.56  0.24  7.17
H  8.57  0.41  4.88
H  7.59  -1.02  4.49
H  5.94  -0.44  6.23

4.
Density functional theory data (the ωB97M-V functional and the def2-TZVPD basis) for C40H51FN6SW as an isolated structure.

Output
Relative energy (zero: lowest compared OMol25 entry of this formula, charge and spin) ... 47.3 kcal per mole
Energy ... -66627.3568 eV
LUMO level (spin up / spin down) ... -0.728 / -0.733 eV
E_HOMO (spin up / spin down) ... -5.7 / -5.7 eV

Positions of all 100 atoms, in Å:
W  -0.07  -0.04  -0.70
C  -5.97  -0.45  -2.24
C  -5.69  -0.07  -0.79
N  -4.53  0.80  -0.63
C  -3.26  0.31  -0.78
S  -2.00  1.51  -0.95
N  -3.07  -0.96  -0.78
N  -1.73  -1.33  -0.84
C  -1.54  -2.64  -1.05
C  -2.69  -3.58  -1.13
C  -0.20  -3.00  -1.30
C  0.26  -4.31  -1.56
C  1.55  -4.52  -1.96
C  2.41  -3.41  -2.13
C  1.95  -2.17  -1.80
N  0.70  -1.95  -1.33
H  -6.86  -1.08  -2.31
H  -5.13  -1.00  -2.66
H  -6.13  0.44  -2.85
H  -5.50  -0.97  -0.20
H  -6.55  0.44  -0.35
H  -4.65  1.76  -0.92
H  -3.30  -3.33  -2.00
H  -3.33  -3.46  -0.26
H  -2.37  -4.61  -1.20
H  -0.42  -5.14  -1.45
H  1.90  -5.52  -2.16
H  3.41  -3.53  -2.50
H  2.58  -1.30  -1.89
C  -0.80  -4.29  1.91
C  -0.07  -3.13  2.61
C  1.34  -3.01  2.02
C  -0.98  -1.89  2.73
C  -2.10  -2.13  3.53
C  -3.04  -1.17  3.82
C  -2.84  0.12  3.34
C  -1.72  0.44  2.58
C  -1.50  1.93  2.30
C  -0.80  2.64  3.47
C  -2.81  2.68  2.01
C  -0.82  -0.59  2.21
N  0.31  -0.28  1.35
C  1.52  -0.08  2.05
C  1.57  0.10  3.44
C  2.75  0.34  4.12
C  3.96  0.41  3.45
C  3.96  0.19  2.08
C  2.78  -0.06  1.43
F  2.87  -0.36  0.11
H  -0.18  -5.19  1.92
H  -1.00  -4.03  0.87
H  -1.75  -4.53  2.38
H  0.07  -3.45  3.65
H  1.34  -2.56  1.04
H  1.76  -4.01  1.93
H  2.00  -2.43  2.67
H  -2.22  -3.12  3.97
H  -3.90  -1.40  4.43
H  -3.54  0.89  3.61
H  -0.86  2.02  1.43
H  -1.33  2.43  4.41
H  -0.82  3.72  3.31
H  0.24  2.33  3.58
H  -3.33  2.92  2.94
H  -3.48  2.11  1.38
H  -2.58  3.62  1.51
H  0.65  0.05  4.00
H  2.72  0.48  5.20
H  4.88  0.61  3.98
H  4.88  0.19  1.50
C  2.94  4.90  -0.23
C  2.88  3.38  -0.01
C  1.62  3.07  0.80
C  3.03  2.68  -1.36
C  4.23  2.91  -2.03
C  4.48  2.38  -3.29
C  3.47  1.69  -3.93
C  2.24  1.44  -3.32
C  1.19  0.78  -4.22
C  -0.20  0.49  -3.64
C  0.95  1.69  -5.43
C  2.08  1.83  -1.97
N  1.10  1.21  -1.20
H  2.89  5.42  0.73
H  2.10  5.22  -0.84
H  3.86  5.21  -0.73
H  3.73  3.09  0.61
H  0.71  3.29  0.23
H  1.61  3.71  1.69
H  1.57  2.04  1.13
H  5.00  3.50  -1.54
H  5.44  2.53  -3.77
H  3.64  1.32  -4.94
H  1.61  -0.16  -4.58
H  -0.71  1.41  -3.38
H  -0.17  -0.16  -2.77
H  -0.80  -0.03  -4.38
H  0.54  2.65  -5.10
H  0.23  1.23  -6.12
H  1.86  1.89  -5.99

Which formula does entry 1 have? C40H51BrF4O2P2PdS